Entry 1:
Below is a cluster of 2 separate species, C5H14 in total in a non-equilibrium geometry, with properties calculated with ωB97M-V/def2-TZVPD.

CARTESIAN COORDINATES (ANGSTROEM)
C 0.65 1.67 1.81
C 1.12 0.43 1.00
C -0.64 2.29 1.27
H 0.72 1.38 2.86
H 1.44 2.39 1.69
H 0.61 -0.50 1.27
H -0.97 1.71 0.37
H -1.51 2.26 1.95
H 2.20 0.43 1.06
H 0.82 0.48 -0.04
H -0.57 3.28 0.83
C -0.17 -2.58 -1.37
C -0.81 -1.37 -2.08
H -0.68 -2.74 -0.42
H -0.52 -3.44 -1.97
H 0.91 -2.62 -1.54
H 0.00 -0.75 -2.54
H -1.10 -0.67 -1.29
H -1.49 -1.65 -2.85

Computed properties:
Highest occupied orbital energy (eV): -11.306
Multiplicity: 1
Net charge: 0
DFT total energy (a.u.): -198.85172
SMILES string: CCC.CC
HOMO-LUMO gap (eV): 12.435
Maximum force (eV/A): 3.75
Lowest unoccupied orbital energy (eV): 1.13

---

Entry 2:
Below is a structure of composition CH3N4O in a non-equilibrium geometry, with properties calculated with ωB97M-V/def2-TZVPD.

CARTESIAN COORDINATES (ANGSTROEM)
C -2.87 -0.32 0.11
N -3.97 -0.70 0.09
N 0.66 -0.09 0.26
N -0.33 0.04 -0.84
N -1.48 0.89 -0.52
O -1.12 1.71 0.42
H 0.29 -0.81 0.99
H 0.33 0.85 0.65
H -0.69 -0.92 -0.94

Computed properties:
Highest occupied orbital energy (eV): -4.157
Multiplicity: 1
Net charge: -1
DFT total energy (a.u.): -334.03508
HOMO-LUMO gap (eV): 8.672
Maximum force (eV/A): 3.28
Lowest unoccupied orbital energy (eV): 4.52